Computed, not measured: C5H7NO in the gas phase, with the ωB97M-V functional and the def2-TZVPD basis.

Geometry as XYZ:
```
14
Properties=species:S:1:pos:R:3
C -1.7378 0.7139 -0.2900
C -0.3501 0.2477 -0.0484
C 0.7777 1.0280 0.2198
N 2.0270 0.3010 0.2940
C 1.6865 -1.0170 0.0500
O 2.4541 -1.9518 -0.0571
C 0.1453 -1.1525 -0.1070
H -2.0263 0.4481 -1.3160
H -1.8238 1.7991 -0.1821
H -2.4565 0.2267 0.3802
H 0.8043 2.1157 0.1700
H 0.8619 0.6668 1.3156
H -0.2783 -1.8233 0.6527
H -0.0840 -1.6023 -1.0817
```

## Properties
E_HOMO (alpha / beta) = -8.227 / -8.226 eV
Kohn-Sham gap (alpha / beta) = 7.5 / 7.5 eV
Electronic energy = -324.591771 Eh